No. 1
94
Properties=species:S:1:pos:R:3:forces:R:3:mulliken_charge:R:1 method="wB97M-V/def2-TZVPD" relative_energy_kj_mol=154.6 total_charge=+1 spin_multiplicity=8 homo_energy_ev="-8.46 / -8.50" gap_ha="0.199 / 0.201"
C -1.429 -2.139 -2.390 0.29 -0.23 0.19 0.332
C 0.747 -1.332 -2.243 0.37 -1.55 -0.22 -0.750
C -1.116 -2.757 -3.610 -0.23 -0.09 0.02 -0.675
C 1.161 -2.042 -3.364 -0.34 0.45 -0.29 -0.384
C 0.196 -2.737 -4.093 -0.49 -0.29 0.50 -0.864
H -1.930 -3.279 -4.126 0.50 0.25 0.01 0.523
H 2.182 -1.919 -3.734 -0.36 -0.13 0.19 0.489
H 0.447 -3.267 -5.012 -0.03 0.19 0.23 0.459
N -0.486 -1.511 -1.677 0.41 0.61 -0.81 0.596
P -3.210 -1.237 -0.290 0.43 0.25 -0.06 0.633
P 3.469 0.770 -1.026 -4.07 -0.52 -1.03 0.113
C -2.857 -2.199 -1.846 -0.52 -0.40 -0.36 -1.898
H -3.560 -1.845 -2.630 0.54 -0.30 0.35 0.618
H -3.120 -3.267 -1.681 0.16 0.63 -0.10 0.670
C -0.796 2.532 2.181 0.20 3.07 0.80 0.240
O -0.687 3.624 2.511 -0.24 -3.00 -0.92 -0.200
C 1.534 -0.309 -1.515 4.66 -3.37 1.99 0.027
H 1.902 -0.686 -0.522 -1.49 0.05 -0.58 0.155
C 4.768 1.100 -2.203 1.00 -0.60 -0.32 2.172
C 3.506 0.852 0.858 0.19 -0.99 -0.18 2.129
C -4.494 0.111 -0.711 -0.10 -0.70 0.11 2.035
C -3.781 -2.579 0.905 -0.30 0.28 -0.47 1.648
C 4.593 2.570 -2.633 0.56 0.24 -0.22 -1.436
H 4.570 3.231 -1.745 0.00 -0.33 -0.48 0.288
H 5.464 2.850 -3.246 -0.14 0.07 0.05 0.526
H 3.685 2.762 -3.227 0.47 -0.22 0.41 0.181
C 6.085 0.898 -1.444 0.45 0.17 -0.61 -2.004
H 6.168 1.566 -0.577 0.07 -0.20 -0.21 0.273
H 6.192 -0.152 -1.138 0.02 0.39 -0.05 0.405
H 6.886 1.144 -2.150 0.23 0.00 0.23 0.559
C 4.720 0.091 -3.385 0.13 0.06 0.18 -1.356
H 5.394 0.464 -4.170 -0.14 -0.12 0.11 0.474
H 5.079 -0.897 -3.054 -0.09 0.38 -0.07 0.401
H 3.721 -0.051 -3.823 0.42 0.21 0.27 0.095
C 3.826 2.317 1.183 0.11 0.09 0.22 -1.748
H 3.015 2.993 0.853 0.38 -0.43 0.05 0.302
H 3.924 2.396 2.276 0.09 0.11 -0.15 0.469
H 4.776 2.645 0.730 -0.37 -0.07 0.19 0.340
C 2.186 0.467 1.579 -0.16 0.43 0.23 -1.577
H 1.389 1.210 1.379 0.67 -0.51 -0.08 -0.072
H 1.848 -0.553 1.332 0.21 0.33 0.07 0.189
H 2.343 0.469 2.667 0.51 -0.05 -0.18 0.778
C 4.562 -0.156 1.325 0.16 0.27 0.48 -1.888
H 5.556 0.083 0.935 -0.22 -0.15 0.17 0.407
H 4.593 -0.108 2.415 0.26 -0.16 0.22 0.513
H 4.293 -1.179 1.022 0.07 0.36 0.07 0.319
C -4.112 -1.971 2.280 -0.10 -0.09 -0.04 -1.481
H -4.459 -2.789 2.931 0.07 0.27 -0.07 0.507
H -3.227 -1.522 2.757 -0.20 -0.13 -0.18 0.092
H -4.907 -1.215 2.238 0.19 -0.20 0.00 0.238
C -2.605 -3.564 1.087 0.06 0.08 0.01 -1.333
H -2.318 -4.051 0.144 -0.05 0.10 0.27 0.288
H -1.720 -3.066 1.522 -0.48 -0.27 -0.31 0.001
H -2.929 -4.353 1.786 0.09 0.20 -0.23 0.598
C -4.996 -3.320 0.330 -0.20 -0.38 0.48 -1.666
H -5.149 -4.228 0.931 -0.07 0.10 -0.21 0.545
H -5.913 -2.726 0.395 0.30 -0.25 -0.01 0.371
H -4.851 -3.629 -0.715 -0.06 0.05 0.30 0.225
C -4.338 0.520 -2.188 0.03 0.09 0.04 -2.080
H -4.736 -0.246 -2.867 0.09 0.24 0.19 0.424
H -4.918 1.440 -2.356 0.13 -0.22 0.03 0.521
H -3.294 0.733 -2.466 -0.32 -0.09 0.10 0.451
C -4.233 1.336 0.195 0.05 -0.13 -0.08 -1.620
H -3.246 1.798 0.021 -0.22 -0.17 -0.05 0.180
H -4.993 2.097 -0.032 0.21 -0.13 0.11 0.570
H -4.320 1.088 1.263 0.02 0.00 -0.22 0.284
C -5.921 -0.384 -0.471 -0.38 0.46 -0.18 -1.928
H -6.169 -1.250 -1.096 0.07 0.21 0.17 0.363
H -6.114 -0.617 0.584 0.06 0.02 -0.32 0.319
H -6.607 0.429 -0.749 0.01 -0.18 0.06 0.532
Eu -0.708 -0.023 0.579 0.59 0.49 -0.87 0.825
N 0.594 1.525 -0.456 -1.00 -0.30 -0.91 -0.503
C 0.984 0.946 -1.539 -2.64 5.35 1.40 -1.154
C 0.687 1.623 -2.892 0.10 0.90 0.15 2.821
C 1.513 1.189 -4.088 -0.14 -0.02 -0.41 -1.617
C -0.777 1.303 -3.172 -0.17 -0.08 -0.03 -1.391
C 0.789 3.150 -2.723 -0.07 -0.23 0.69 -1.584
H 2.539 1.552 -4.084 -0.22 -0.03 0.11 0.157
H 1.517 0.108 -4.189 0.10 0.06 -0.17 0.159
H 1.037 1.585 -4.993 0.10 -0.01 0.01 0.484
H -1.364 1.545 -2.266 0.12 -0.03 -0.49 0.079
H -1.113 1.913 -4.023 -0.16 -0.29 0.19 0.603
H -0.874 0.232 -3.399 -0.32 0.37 -0.17 0.230
H 0.271 3.625 -3.545 -0.02 0.28 -0.26 0.444
H 0.310 3.430 -1.768 0.15 -0.08 -0.49 0.308
H 1.825 3.502 -2.682 -0.15 -0.11 -0.05 0.264
S 0.472 -0.478 4.619 -0.23 -1.42 -0.57 -0.120
C 1.199 -2.036 4.262 -0.53 0.50 -0.36 -0.291
C 0.718 -2.539 3.083 -0.38 1.47 0.20 -0.587
N -0.203 -1.708 2.438 -0.32 0.82 2.13 -0.003
C -0.498 -0.628 3.202 0.95 -1.90 0.05 -0.260
H 1.918 -2.511 4.917 -0.05 0.25 -0.01 0.477
H 0.989 -3.495 2.651 -0.02 0.24 -0.06 0.415
H -1.367 0.032 3.026 0.77 -0.27 0.07 0.334



No. 2
16
Properties=species:S:1:pos:R:3:forces:R:3:mulliken_charge:R:1 method="wB97M-V/def2-TZVPD" spin_multiplicity=1 homo_energy_ev="-7.75 / -7.70" gap_ha="0.227 / 0.220"
C -0.278 -2.177 1.632 -0.66 -0.18 0.29 -0.551
C -1.483 -1.579 1.524 0.40 -0.66 0.47 -0.482
C 0.652 -1.452 0.807 1.73 -0.44 -0.06 0.160
C -0.123 -0.370 0.217 0.25 1.12 -0.72 0.402
C -0.131 1.773 -1.273 -0.15 0.34 -0.17 -0.838
C 0.936 2.381 -1.876 -0.88 0.00 0.17 -0.435
C 0.391 0.611 -0.600 -0.45 -0.20 0.18 0.813
C 1.766 0.699 -0.935 0.73 -1.58 0.93 -0.260
N 2.122 1.690 -1.635 0.92 -1.10 0.44 -0.567
N -1.389 -0.500 0.671 -0.34 0.56 -0.43 -0.026
P 2.319 -1.716 0.567 -1.23 2.12 -1.10 -0.002
H -0.026 -3.024 2.239 -0.08 -0.16 0.09 0.440
H -2.415 -1.810 2.007 -0.11 -0.06 0.02 0.394
H -1.157 2.090 -1.294 -0.17 0.13 -0.06 0.319
H 0.964 3.266 -2.484 -0.08 0.15 -0.06 0.435
H -2.148 0.117 0.434 0.12 -0.04 0.01 0.198



No. 3
11
Properties=species:S:1:pos:R:3:forces:R:3:mulliken_charge:R:1 method="wB97M-V/def2-TZVPD" smiles="O=C=C(Cl)Cl.C=C(Cl)Cl" relative_energy_kj_mol=101.0 spin_multiplicity=1 homo_energy_ev=-9.01 gap_ha=0.323
O 1.122 1.606 -2.852 0.82 -0.27 -1.44 -0.280
C 0.509 1.821 -1.915 -0.44 0.33 1.62 0.417
C -0.187 2.083 -0.831 -0.44 -0.16 0.53 0.154
Cl -1.898 1.900 -0.938 -0.09 0.07 -0.11 -0.153
Cl 0.480 2.291 0.755 0.14 0.00 -0.58 -0.143
C 0.629 -1.617 1.404 0.64 -0.61 2.64 -0.653
C -0.437 -1.653 0.637 0.53 0.60 -0.26 0.518
Cl -2.026 -1.554 1.240 -0.50 -0.24 0.11 -0.153
Cl -0.282 -1.579 -1.066 -0.15 -0.04 -0.62 -0.163
H 1.677 -1.553 1.016 -1.31 -0.19 0.44 0.267
H 0.412 -1.744 2.549 0.80 0.50 -2.33 0.190



No. 4
42
Properties=species:S:1:pos:R:3:forces:R:3:mulliken_charge:R:1 method="wB97M-V/def2-TZVPD" relative_energy_kj_mol=0.0 total_charge=+1 spin_multiplicity=1 homo_energy_ev=-11.84 gap_ha=0.253
C 0.235 2.277 -2.135 1.04 -1.21 -0.04 -1.407
Pb 1.120 1.613 -0.072 -2.31 1.49 -1.44 1.093
N 2.701 0.671 2.005 0.29 0.19 -0.29 -0.701
N 3.497 2.222 -1.273 -0.49 -0.29 0.55 -0.682
H 2.838 -0.340 1.927 0.04 0.36 0.00 0.221
H 0.671 3.443 0.077 0.90 -0.94 1.23 -0.034
H -0.812 2.520 -1.938 0.19 -0.12 0.13 0.397
H 0.356 1.433 -2.824 -0.34 0.52 -0.23 0.365
H 0.793 3.167 -2.445 -0.11 -0.28 0.06 0.410
H 4.080 1.388 -1.339 0.04 0.40 -0.08 0.283
H 3.977 2.952 -0.746 0.01 -0.29 -0.23 0.280
H 3.301 2.575 -2.212 0.01 -0.19 0.34 0.267
H 3.613 1.133 1.979 -0.28 -0.33 0.24 0.280
H 2.278 0.847 2.918 0.12 0.07 -0.26 0.279
C -0.828 -2.540 -1.364 -0.02 0.15 -0.09 -1.124
Si 0.313 -1.835 -0.043 0.09 -0.96 -0.24 0.154
C 0.301 -3.036 1.403 0.07 0.11 0.01 -1.029
C 2.046 -1.824 -0.793 0.10 0.00 -0.03 -1.024
C -0.209 -0.171 0.642 1.47 0.76 0.71 -0.079
Si -1.990 0.353 0.549 -1.57 0.27 -0.39 -0.150
C -2.996 -0.784 1.676 0.35 -0.02 0.07 -1.024
C -2.212 2.115 1.152 0.10 0.08 0.20 -1.036
C -2.763 0.284 -1.174 0.15 -0.07 0.00 -0.890
H -0.486 -3.555 -1.614 -0.02 0.23 0.09 0.380
H -0.812 -1.954 -2.292 0.00 -0.09 0.15 0.346
H -1.874 -2.621 -1.044 0.24 -0.01 0.02 0.335
H 0.565 -4.042 1.056 -0.05 0.15 0.08 0.336
H 1.020 -2.747 2.179 -0.07 -0.07 -0.06 0.313
H -0.687 -3.088 1.875 0.12 0.00 -0.08 0.317
H 2.114 -1.229 -1.718 -0.06 -0.11 0.20 0.312
H 2.834 -1.482 -0.104 -0.17 -0.09 -0.13 0.266
H 2.285 -2.866 -1.064 0.00 0.34 0.05 0.315
H 0.057 -0.152 1.724 -0.15 -0.12 -0.54 0.282
H -2.586 -0.780 2.696 -0.16 -0.03 -0.18 0.330
H -4.033 -0.421 1.724 0.28 -0.09 -0.05 0.342
H -3.011 -1.826 1.324 -0.02 0.24 0.05 0.318
H -1.816 2.875 0.467 -0.08 -0.12 0.07 0.332
H -3.290 2.306 1.266 0.28 -0.02 -0.04 0.341
H -1.742 2.275 2.132 -0.11 0.02 -0.12 0.327
H -2.259 0.945 -1.893 -0.17 -0.19 0.15 0.245
H -2.781 -0.728 -1.602 -0.04 0.34 0.13 0.352
H -3.808 0.626 -1.083 0.33 -0.08 -0.02 0.363